1.
DFT (ωB97M-V/def2-TZVPD) results for 8 unconnected molecules or ions with the total composition C34H81ClN4O17P.

Computed properties:
Charge: +1
Lowest unoccupied orbital energy in hartree: -0.1590
HOMO-LUMO gap in eV: 5.9
HOMO level in eV: -10.26

Last column: Mulliken charge in e.
Element x y z (Å)
O  3.152  -0.488  0.517  -0.496
C  3.892  -0.926  -0.520  0.351
O  5.382  -0.978  -0.462  -0.438
C  3.172  -1.480  -1.886  0.006
C  2.802  -0.178  -2.820  -0.403
C  1.537  0.623  -2.121  -0.631
N  0.999  1.744  -3.023  0.127
C  1.680  2.940  -3.019  -0.200
N  1.114  4.062  -3.882  -0.439
C  2.158  5.157  -3.577  0.073
N  3.201  4.615  -2.619  0.166
P  4.616  5.540  -2.050  0.142
O  4.207  6.667  -0.770  -0.415
Cl  5.157  6.812  -3.717  -0.200
N  2.951  3.290  -2.250  0.170
H  5.670  -0.185  -1.033  0.341
H  3.960  -2.123  -2.467  0.307
H  2.187  -2.088  -1.674  -0.023
H  2.438  -0.481  -3.905  0.318
H  3.704  0.585  -2.857  0.205
H  0.634  -0.070  -1.848  0.295
H  1.880  1.152  -1.131  0.268
H  0.138  1.606  -3.623  0.378
H  2.127  6.231  -4.047  0.351
H  5.087  6.986  -0.400  0.353
H  3.549  2.701  -1.616  0.343
C  -3.696  2.721  0.648  -0.650
O  -2.792  3.418  1.499  -0.381
C  -1.759  2.566  2.001  -0.290
C  -0.438  2.804  1.264  -0.783
O  -0.514  2.356  -0.093  -0.208
C  -0.666  3.435  -1.009  -0.761
H  -4.356  3.454  0.174  0.261
H  -3.171  2.168  -0.136  0.235
H  -4.309  2.035  1.241  0.313
H  -2.055  1.513  1.944  0.383
H  -1.622  2.821  3.058  0.228
H  0.347  2.214  1.749  0.408
H  -0.145  3.859  1.313  0.362
H  0.267  4.004  -1.068  0.199
H  -1.487  4.096  -0.719  0.453
H  -0.886  3.019  -1.996  0.240
C  -6.583  1.595  6.608  -0.730
O  -5.887  1.599  5.367  -0.367
C  -4.881  2.615  5.315  -0.541
C  -3.483  2.019  5.507  -0.267
O  -3.305  1.537  6.842  -0.420
C  -3.396  0.118  6.919  -0.696
H  -7.216  0.703  6.644  0.244
H  -5.896  1.567  7.459  0.314
H  -7.224  2.479  6.677  0.320
H  -5.077  3.400  6.054  0.338
H  -4.937  3.067  4.319  0.361
H  -2.741  2.809  5.353  0.285
H  -3.290  1.227  4.774  0.302
H  -2.516  -0.336  6.453  0.282
H  -4.304  -0.254  6.436  0.322
H  -3.420  -0.168  7.974  0.268
C  -0.635  -3.697  -1.811  -0.750
O  0.445  -4.622  -1.865  -0.402
C  0.593  -5.351  -0.642  -0.274
C  0.045  -6.774  -0.777  -0.774
O  -1.380  -6.770  -0.912  -0.266
C  -1.794  -6.998  -2.254  -0.765
H  -0.794  -3.297  -2.817  0.279
H  -1.561  -4.173  -1.476  0.358
H  -0.380  -2.868  -1.144  0.275
H  0.114  -4.823  0.190  0.156
H  1.667  -5.406  -0.434  0.410
H  0.275  -7.327  0.140  0.449
H  0.518  -7.299  -1.615  0.418
H  -1.598  -8.038  -2.531  0.307
H  -1.285  -6.327  -2.952  0.320
H  -2.870  -6.815  -2.317  0.249
C  2.462  9.942  -9.270  -0.682
O  3.576  9.059  -9.185  -0.373
C  4.027  8.888  -7.837  -0.612
C  3.574  7.540  -7.270  0.204
O  2.156  7.509  -7.080  -0.369
C  1.494  6.761  -8.094  -0.754
H  2.070  9.901  -10.290  0.241
H  1.664  9.656  -8.579  0.286
H  2.785  10.967  -9.062  0.326
H  3.690  9.715  -7.202  0.346
H  5.122  8.908  -7.864  0.378
H  4.028  7.404  -6.283  -0.253
H  3.904  6.714  -7.910  0.386
H  1.708  5.695  -7.968  0.314
H  1.796  7.084  -9.094  0.337
H  0.417  6.917  -7.988  0.264
C  2.515  6.962  2.465  -0.601
O  2.885  6.427  3.731  -0.380
C  4.252  6.007  3.761  -0.365
C  5.125  7.017  4.511  -0.506
O  5.241  8.243  3.782  -0.378
C  4.421  9.272  4.326  -0.722
H  1.520  7.408  2.559  0.296
H  3.213  7.735  2.131  0.315
H  2.466  6.159  1.724  0.173
H  4.633  5.836  2.748  0.192
H  4.279  5.052  4.297  0.384
H  6.136  6.607  4.603  0.364
H  4.740  7.195  5.522  0.335
H  4.831  9.603  5.286  0.328
H  3.389  8.936  4.460  0.318
H  4.426  10.117  3.633  0.246
C  -0.699  -4.029  3.884  -0.671
O  -1.780  -4.881  4.245  -0.386
C  -1.881  -6.020  3.384  0.075
C  -1.338  -7.279  4.066  -0.629
O  0.080  -7.203  4.240  -0.355
C  0.443  -6.901  5.583  -0.751
H  -0.578  -3.277  4.669  0.250
H  0.239  -4.583  3.787  0.313
H  -0.928  -3.517  2.945  0.278
H  -1.370  -5.838  2.432  -0.139
H  -2.946  -6.165  3.174  0.356
H  -1.532  -8.140  3.418  0.407
H  -1.843  -7.456  5.023  0.357
H  0.236  -7.763  6.225  0.320
H  -0.093  -6.024  5.957  0.334
H  1.515  -6.693  5.610  0.238
C  -4.057  -9.726  -1.970  -0.701
O  -2.977  -10.652  -2.024  -0.378
C  -2.829  -11.380  -0.801  -0.456
C  -3.377  -12.804  -0.936  -0.566
O  -4.802  -12.799  -1.070  -0.365
C  -5.216  -13.027  -2.413  -0.697
H  -4.216  -9.327  -2.976  0.294
H  -4.983  -10.202  -1.634  0.396
H  -3.802  -8.897  -1.303  0.196
H  -3.308  -10.853  0.031  0.341
H  -1.755  -11.435  -0.592  0.377
H  -3.147  -13.357  -0.019  0.369
H  -2.904  -13.329  -1.773  0.331
H  -5.020  -14.068  -2.690  0.327
H  -4.707  -12.356  -3.111  0.296
H  -6.292  -12.845  -2.476  0.242



2.
DFT (ωB97M-V/def2-TZVPD) results for a single C27H38O8Si molecule.

Computed properties:
Charge: 0
Lowest unoccupied orbital energy in hartree: 0.0162
SMILES: COc1cc([C@@H]2c3cc4c(cc3[C@@H](O)[C@@H](CO)[C@@H]2CO)OCO4)cc(OC)c1O[Si](C)(C)C(C)(C)C
HOMO-LUMO gap in eV: 8.5
HOMO level in eV: -8.03

Last column: Mulliken charge in e.
Element x y z (Å)
C  -2.183  -0.988  3.545  -1.060
O  -2.351  -0.137  2.438  -0.414
C  -1.276  0.114  1.636  0.429
C  -0.001  -0.397  1.843  -0.428
C  1.033  -0.103  0.966  -1.213
C  0.789  0.737  -0.112  0.013
C  -0.475  1.271  -0.326  -0.024
C  -1.526  0.952  0.542  1.130
O  -2.748  1.493  0.376  -0.640
Si  -3.982  1.326  -0.689  0.711
C  -4.908  2.965  -0.438  -1.322
H  -5.848  2.975  -0.978  0.345
H  -5.122  3.140  0.611  0.326
H  -4.315  3.801  -0.793  0.328
C  -3.442  1.123  -2.507  -1.184
H  -2.782  0.270  -2.636  0.319
H  -2.903  2.002  -2.842  0.276
H  -4.292  0.986  -3.166  0.479
C  -5.065  -0.193  -0.179  2.108
C  -4.246  -1.485  -0.265  -1.633
H  -3.901  -1.661  -1.282  0.338
H  -3.378  -1.428  0.387  0.173
H  -4.848  -2.340  0.042  0.518
C  -6.288  -0.330  -1.089  -2.009
H  -6.893  0.573  -1.056  0.384
H  -5.990  -0.504  -2.119  0.399
H  -6.907  -1.167  -0.769  0.456
C  -5.549  -0.024  1.263  -1.869
H  -6.201  0.842  1.349  0.389
H  -4.703  0.113  1.930  0.261
H  -6.107  -0.904  1.585  0.502
O  -0.791  2.121  -1.343  -0.362
C  0.222  2.498  -2.241  -0.992
H  1.044  3.012  -1.732  0.357
H  0.619  1.636  -2.788  0.375
H  -0.249  3.182  -2.944  0.254
H  1.605  1.001  -0.764  0.565
C  2.418  -0.673  1.206  0.456
C  3.466  0.304  0.728  -1.231
C  4.176  0.107  -0.450  0.416
C  5.110  1.051  -0.893  -1.623
C  5.291  2.177  -0.134  0.992
C  4.570  2.382  1.043  0.580
C  3.657  1.464  1.488  -0.932
H  3.096  1.629  2.393  0.513
O  4.935  3.581  1.597  -0.520
C  5.919  4.119  0.739  -0.286
O  6.125  3.244  -0.348  -0.516
H  5.584  5.100  0.366  0.252
H  6.862  4.246  1.295  0.253
H  5.672  0.886  -1.796  0.529
C  4.021  -1.157  -1.268  -0.212
O  5.120  -1.988  -0.958  -0.643
H  4.903  -2.882  -1.274  0.619
C  2.683  -1.858  -0.972  0.385
H  1.862  -1.204  -1.277  -0.018
C  2.628  -2.054  0.549  0.167
C  1.601  -3.084  1.031  -1.165
H  1.346  -2.885  2.078  0.298
H  0.684  -3.031  0.441  0.406
O  2.070  -4.416  0.912  -0.650
H  2.782  -4.547  1.550  0.403
H  3.621  -2.403  0.867  0.791
C  2.554  -3.141  -1.814  -1.131
O  3.475  -4.149  -1.472  -0.670
H  3.149  -4.544  -0.645  0.425
H  2.752  -2.890  -2.861  0.481
H  1.530  -3.524  -1.745  0.394
H  4.056  -0.893  -2.340  0.555
H  2.538  -0.797  2.289  0.786
H  0.195  -1.016  2.703  0.590
H  -3.164  -1.057  4.012  0.251
H  -1.469  -0.577  4.266  0.339
H  -1.858  -1.988  3.239  0.431